The following is a DFT calculation (the ωB97M-V functional and the def2-TZVPD basis) of a cluster of 8 separate species, C47H80N2O12S in total at a distorted geometry.

Geometry (Å):
H1 -3.518 -1.525 -0.865
H2 -5.556 -7.285 1.539
C1 -1.101 1.963 -2.246
H3 -7.937 3.134 1.923
H4 11.831 -0.897 -6.529
C2 -4.139 -1.113 -1.700
C3 -7.360 3.533 2.758
C4 12.657 -3.563 -5.954
H5 -4.794 2.292 9.145
C5 -5.723 -2.090 1.057
H6 -5.889 3.045 5.147
H7 -11.103 2.882 6.193
H8 -11.970 5.967 5.789
H9 12.230 2.402 -0.128
N1 0.185 1.607 -2.423
H10 8.753 1.456 -0.111
S1 2.808 -0.838 2.600
H11 2.360 -2.110 2.847
H12 3.912 1.097 -2.342
C6 -6.237 2.586 3.086
C7 -1.915 1.759 -1.019
H13 -1.850 1.296 6.229
C8 -4.052 1.458 -1.930
O1 -9.765 4.671 4.078
H14 0.422 0.586 3.337
H15 0.549 -2.688 -3.387
H16 10.816 3.140 -0.904
H17 -3.403 1.354 9.720
C9 -1.078 1.872 -8.979
C10 0.236 1.132 -8.980
H18 3.096 -1.449 -2.341
C11 2.983 -0.761 -3.226
H19 -6.133 -6.989 3.208
H20 -7.815 0.323 -0.472
H21 -1.546 0.726 7.880
H22 13.100 -3.240 -6.898
H23 11.727 -4.103 -6.140
H24 -4.959 -2.193 1.881
O2 -3.229 2.183 -0.993
C12 -3.717 2.154 9.047
H25 7.650 -2.864 1.412
C13 -10.339 3.660 6.150
O3 1.027 1.256 -9.891
H26 -5.380 -2.612 0.130
H27 2.431 1.438 -3.317
C14 -8.387 -6.966 1.464
H28 0.539 0.820 -6.884
C15 4.442 -2.036 0.045
H29 13.860 1.941 -2.878
C16 -0.090 0.854 -0.018
C17 2.901 0.713 -2.613
C18 -5.089 0.377 0.251
C19 1.951 -0.154 1.148
H30 -11.934 5.910 4.017
H31 -4.813 2.200 -2.314
H32 -8.663 -7.433 2.411
H33 -6.632 -2.673 1.433
H34 -8.021 3.640 3.619
C20 -4.867 0.258 -1.301
C21 7.648 -1.443 -0.237
C22 -7.257 -5.991 1.682
H35 11.344 -0.519 -4.865
H36 10.458 -1.761 -5.770
C23 -3.388 1.786 7.622
H37 -1.135 2.530 -8.110
C24 12.391 -2.367 -5.075
O4 0.566 -1.724 -3.248
H38 -7.403 -1.393 -0.803
H39 -6.462 -0.207 1.889
H40 0.362 -2.165 3.017
H41 -8.388 -1.047 0.658
O5 -6.073 1.555 2.461
H42 -3.218 3.087 9.315
O6 12.919 -2.252 -3.990
H43 4.746 -2.569 -0.901
C25 -0.219 0.100 2.541
C26 11.843 2.808 -1.064
C27 7.765 0.933 -0.205
H44 -1.206 0.617 2.572
H45 -1.906 1.160 -8.966
O7 10.844 1.378 -2.677
H46 -4.561 2.193 4.343
H47 -12.725 4.601 4.913
H48 -1.608 2.461 -3.112
H49 7.218 -1.299 -1.266
H50 -1.361 2.459 7.475
O8 -7.383 -4.814 1.429
C28 1.628 -1.149 -3.945
C29 -10.585 4.557 4.964
H51 12.442 3.664 -1.379
H52 -1.153 2.478 -9.882
H53 3.813 -0.875 -3.963
H54 5.285 -3.135 1.830
C30 2.752 -0.012 -0.124
H55 -0.232 -0.548 -7.740
H56 -5.418 1.435 0.444
H57 7.557 0.804 -1.298
H58 -3.515 1.077 -2.834
C31 11.864 1.745 -2.133
H59 13.064 0.407 -3.278
H60 -5.242 -5.730 2.332
H61 13.356 -4.232 -5.451
H62 4.787 0.122 0.609
H63 -6.955 4.506 2.472
H64 -9.252 -6.433 1.070
H65 13.649 0.678 -1.627
N2 -1.425 1.211 0.100
O9 -1.541 -1.685 3.407
C32 -5.963 -6.541 2.227
H66 -9.362 3.185 6.047
H67 8.725 -1.765 -0.397
H68 3.485 -2.486 0.404
H69 6.973 1.643 0.179
H70 -4.945 -1.884 -1.885
C33 5.567 -2.283 1.143
H71 -4.824 3.912 3.997
O10 7.661 -0.263 0.568
C34 11.442 -1.319 -5.600
C35 13.201 1.158 -2.499
H72 -10.348 4.248 7.069
C36 -11.892 5.306 4.923
C37 -5.320 2.964 4.220
O11 1.562 -0.876 -5.115
C38 -1.938 1.553 7.285
H73 6.966 -3.518 -0.164
C39 0.552 0.263 1.195
H74 -3.582 -1.032 -2.673
H75 -8.087 -7.729 0.743
C40 6.968 -2.646 0.539
H76 5.644 -1.390 1.823
C41 4.244 -0.468 -0.184
C42 -7.550 -0.643 0.035
C43 -0.442 -1.378 2.997
O12 -4.255 1.683 6.782
C44 0.525 0.235 -7.804
H77 -4.122 0.201 0.793
H78 4.755 -0.224 -1.146
C45 2.088 0.566 -1.265
C46 -6.198 -0.604 0.845
H79 -5.851 0.221 -1.854
H80 1.500 -0.231 -7.937
C47 0.664 1.037 -1.253

As for the net charge: 0. Its SMILES is COCCCCCc1c(S)c(CC=O)c2nc(OC[C@@H](C)CC(C)C)cnc2c1CCC(=O)O.CC(C)=O.CC(C)=O.CC(C)=O.CC(C)=O.CC(C)=O.CC(C)=O.CC(C)=O.

These are the Löwdin partial charges, in e, on atoms 1 to 5: number 1, H, carries 0.08; number 2, H, carries 0.08; number 3, C, carries -0.02; number 4, H, carries 0.09; number 5, H, carries 0.09



The following is a DFT calculation (the ωB97M-V functional and the def2-TZVPD basis) of a cluster of 6 separate species, C47H81F2NO19P2S2Si in total at a distorted geometry.

Geometry (Å):
H1 2.091 -2.257 -1.332
H2 -0.547 -7.930 -1.698
H3 14.300 10.765 5.005
H4 -3.086 -0.270 3.459
O1 8.328 8.003 0.549
O2 11.965 9.670 3.812
C1 -4.673 2.447 3.249
C2 8.244 6.697 0.243
H5 11.052 7.984 0.284
O3 -9.526 -3.389 -5.720
H6 -8.176 -5.965 -7.438
S1 -2.911 -6.266 0.872
H7 3.137 -2.432 0.144
C3 0.848 -2.530 0.468
C4 -7.301 -2.357 -5.626
H8 2.668 -3.300 2.067
H9 -3.333 4.152 2.265
H10 -6.029 -0.484 1.400
H11 -13.320 -0.833 -1.478
C5 -6.505 -0.536 -1.452
H12 3.200 2.137 -0.427
H13 2.716 -0.054 -1.319
C6 3.661 0.169 0.676
H14 -9.009 -3.368 -0.839
H15 6.632 3.079 4.084
C7 0.451 -0.671 2.505
O4 -10.666 -0.677 -1.729
H16 8.877 9.494 1.820
C8 -9.990 -2.905 -0.959
O5 -3.420 -10.998 -1.793
C9 1.939 -3.407 4.134
C10 -3.902 3.181 2.112
H17 4.530 -0.563 0.523
O6 -1.344 -2.992 3.922
H18 -11.112 -2.013 -3.274
H19 -2.589 -3.205 -0.513
H20 12.900 13.332 3.233
C11 -2.260 -10.719 -1.594
H21 -6.983 -1.315 -5.554
C12 -2.118 -0.595 -0.909
H22 -2.280 -6.635 -1.968
C13 2.085 -2.530 2.666
C14 -4.738 1.239 0.405
H23 1.452 0.247 -0.043
C15 2.168 -1.914 -0.224
C16 -5.469 0.493 1.567
H24 -0.156 -6.966 0.273
H25 -6.484 -1.132 -2.448
H26 12.744 10.996 5.838
H27 13.434 12.323 4.943
H28 1.627 -2.560 6.533
C17 14.741 12.639 2.288
H29 9.933 6.094 1.486
C18 12.585 10.708 3.746
H30 -4.267 2.674 -2.597
O7 -2.089 -5.670 -1.911
S2 -0.735 -3.331 2.571
O8 -0.372 -4.788 2.612
H31 1.186 -3.653 0.589
Si1 -4.862 0.499 -1.343
H32 3.385 0.298 1.775
H33 1.225 0.079 2.078
C19 2.420 -0.360 -0.240
H34 -10.153 -4.472 -7.323
F1 -1.537 -2.237 -2.575
H35 4.735 4.608 0.059
H36 0.670 -10.602 -2.566
H37 -2.496 -0.861 0.132
C20 5.426 2.071 2.235
C21 6.118 3.175 3.072
C22 13.320 11.241 4.944
H38 15.138 13.641 2.115
O9 -8.952 -0.873 -0.340
C23 -5.428 1.114 3.016
H39 4.818 1.413 -0.902
C24 -3.442 -0.675 -1.870
C25 4.109 1.580 -0.008
H40 11.309 9.365 1.363
H41 -13.583 -2.020 -2.774
O10 7.290 6.276 -0.374
H42 10.390 9.551 -0.146
C26 -9.809 -1.414 -1.005
C27 -9.201 -4.146 -6.897
H43 -4.687 2.898 4.303
F2 0.041 -0.705 -2.074
H44 -10.415 -3.323 -1.869
H45 -7.144 -2.654 -6.661
C28 0.578 -9.514 -2.593
O11 -1.130 1.175 3.805
C29 -0.481 -9.019 -1.629
C30 -0.924 -1.532 -1.433
O12 -2.020 -3.245 1.481
H46 0.780 -0.679 3.626
H47 -10.617 -3.164 -0.104
C31 -1.680 -3.535 0.132
P1 -1.589 -5.411 -0.306
H48 -8.889 -5.980 -5.811
C32 0.609 -2.180 2.046
H49 15.214 12.228 3.182
C33 -8.733 -2.448 -5.180
H50 9.471 7.921 2.302
H51 12.801 13.083 1.504
H52 0.586 -3.430 5.589
O13 2.877 -2.976 5.235
C34 -12.870 -1.663 -2.028
O14 -0.017 -6.054 -0.083
H53 6.200 5.469 2.428
H54 -0.490 -11.286 -0.450
C35 5.844 4.425 2.159
O15 -9.151 -1.738 -4.291
H55 0.315 -9.244 -3.618
C36 9.308 8.566 1.436
H56 -12.695 -2.463 -1.306
H57 -4.798 1.321 -3.721
P2 -1.154 0.259 2.539
H58 8.993 4.795 0.798
H59 1.551 -9.079 -2.353
H60 -6.680 -2.968 -4.967
H61 5.397 0.981 2.572
H62 -6.559 -1.272 -0.579
C37 13.233 12.679 2.423
H63 -7.427 0.159 -1.452
C38 10.591 8.884 0.697
H64 -0.935 -12.373 -1.793
C39 -3.958 2.548 0.691
O16 -1.776 -9.525 -1.985
H65 -0.419 1.114 0.578
H66 -1.873 -12.335 -0.281
H67 -6.120 2.247 -2.799
C40 -8.369 -5.363 -6.548
C41 9.391 5.791 0.592
C42 -1.318 -11.729 -1.000
H68 -3.416 3.044 -0.179
C43 5.049 3.908 0.897
H69 1.646 -4.573 4.061
H70 -0.033 -3.486 -1.276
C44 -11.581 -1.219 -2.692
H71 -1.756 0.490 -1.022
C45 -0.424 -2.700 -0.500
N1 4.812 2.476 0.976
H72 -11.800 -0.411 -3.395
O17 12.694 11.356 2.572
H73 15.031 11.996 1.453
O18 -2.602 -0.564 2.645
H74 10.076 5.736 -0.256
C46 1.325 -2.524 5.440
H75 2.697 -1.601 2.909
O19 -1.065 1.427 1.258
H76 -3.180 -0.380 -2.959
H77 -8.726 -3.514 -7.651
C47 -5.053 1.850 -2.726
H78 -7.411 -5.082 -6.105
H79 -0.242 -9.248 -0.587
H80 -6.010 0.543 3.832
H81 -3.884 -1.746 -1.824

As for the net charge: 0. Its SMILES is C[Si](C)(CCC(F)(F)[C@H]1[C@@H](CCCCn2cccc2)[C@@](C[C@@H]2CO2)(CP(=O)(O)O)S(=O)(=O)O[C@@H]1P(O)(O)=S)c1ccccc1.CCOC(C)=O.CCOC(C)=O.CCOC(C)=O.CCOC(C)=O.CCOC(C)=O.

These are the Löwdin partial charges, in e, on atoms 1 to 5: number 1, H, carries 0.13; number 2, H, carries 0.08; number 3, H, carries 0.10; number 4, H, carries 0.09; number 5, O, carries -0.01



The following is a DFT calculation (the ωB97M-V functional and the def2-TZVPD basis) of a cluster of 6 separate species, C47H90BrNO20P in total at a distorted geometry.

Geometry (Å):
C1 0.229 -1.969 5.502
C2 4.485 -1.042 8.020
C3 -3.049 2.068 -3.024
H1 -0.020 -1.900 6.615
H2 -11.917 3.210 -10.903
C4 -8.606 2.588 -13.127
H3 5.494 1.155 4.680
C5 8.002 5.536 3.877
H4 0.893 1.837 0.563
C6 -5.592 -0.735 -10.092
H5 -1.529 -7.983 -1.295
H6 0.505 -3.095 5.414
H7 7.729 3.182 0.437
H8 4.724 2.795 -0.097
H9 -6.608 1.146 -13.885
H10 -1.919 -2.435 7.507
C7 -0.596 -3.230 3.126
H11 -2.678 -5.102 6.975
H12 -2.607 2.737 -7.061
H13 -6.112 1.971 -12.368
C8 -3.997 -5.734 -1.120
C9 -2.830 1.259 -1.656
H14 -3.227 -0.516 5.372
H15 4.218 -0.199 7.379
H16 -1.389 0.033 -2.850
C10 -2.671 -2.781 6.735
H17 0.534 -3.360 3.117
C11 4.938 0.429 4.082
H18 9.543 -2.397 9.773
C12 5.243 1.472 2.029
C13 -0.809 -5.480 0.318
H19 6.687 4.364 -0.386
C14 12.108 6.124 1.747
H20 -0.968 -4.273 3.460
O1 -3.976 1.072 -10.241
H21 6.024 2.075 -1.038
H22 -2.250 -0.295 7.766
O2 5.873 1.333 0.850
H23 0.057 2.349 -5.895
C15 3.622 -1.018 9.267
H24 0.622 2.157 -4.085
O3 -8.824 1.480 -12.699
H25 -5.746 -0.632 -9.015
H26 -4.068 2.580 -2.963
H27 -3.431 -0.927 -9.977
H28 -3.161 -4.151 8.494
H29 -0.936 1.357 0.862
Br1 2.227 0.494 6.011
H30 -0.003 -5.928 -1.703
H31 -0.049 -1.209 0.104
H32 -3.492 -3.519 3.419
O4 -7.421 3.043 -13.562
C16 -1.335 0.447 6.301
C17 5.758 2.444 -0.044
C18 -0.177 1.189 -1.277
H33 -0.475 -3.443 -0.500
H34 -1.659 -0.586 -1.152
H35 -0.574 1.248 5.973
C19 -3.458 -3.733 4.531
C20 0.038 1.100 0.336
C21 -3.239 -4.193 7.358
H36 -3.732 0.615 -1.397
H37 -6.332 -0.095 -10.581
H38 0.720 0.624 -1.739
H39 -2.343 -1.720 3.350
H40 8.457 -3.620 9.098
C22 -3.424 3.242 -7.571
C23 -1.474 3.044 -4.441
H41 7.678 6.575 3.793
C24 -1.481 0.373 -1.756
C25 -1.043 -5.766 -1.268
C26 -1.259 -3.185 1.636
H42 3.822 -0.119 9.856
H43 -2.225 0.488 4.349
C27 -3.730 1.407 -8.963
C28 1.589 -1.242 5.280
H44 13.124 5.770 1.934
H45 -2.962 1.376 -3.927
H46 8.133 -2.912 10.715
C29 -4.186 -0.323 -10.487
H47 1.426 -1.639 2.227
O5 5.478 0.374 2.759
H48 -0.054 -6.220 0.776
H49 -4.385 -3.231 4.999
H50 -11.482 4.037 -13.189
C30 -10.818 3.282 -12.761
H51 -1.505 -4.841 -1.754
O6 7.757 -1.654 9.115
O7 -3.296 -6.932 -0.851
H52 -2.236 -3.801 1.636
H53 -5.481 2.509 -13.934
N1 -1.504 0.402 7.615
H54 5.054 -0.555 4.535
H55 -0.127 2.253 -1.673
H56 -0.579 0.998 -4.831
H57 2.563 -1.042 9.004
O8 -1.999 3.755 -5.334
H58 -2.660 1.996 -0.784
H59 3.836 -1.875 9.911
H60 -10.519 4.309 -10.886
C31 0.816 -0.691 2.206
O9 11.332 5.773 2.899
H61 1.625 0.120 2.423
H62 -4.354 3.134 -7.008
O10 5.873 -0.883 8.354
C32 0.545 -0.395 0.621
C33 -6.356 2.103 -13.424
H63 -1.808 -5.709 0.812
H64 -1.572 -2.135 1.335
H65 0.759 -3.945 0.841
H66 11.743 5.601 0.859
C34 -2.129 -3.138 5.273
H67 -10.268 2.574 -10.790
H68 -11.149 2.311 -13.140
H69 3.876 0.676 4.067
H70 -2.228 -6.995 -2.686
H71 12.457 8.134 2.453
C35 12.127 7.627 1.543
H72 4.327 -1.953 7.437
C36 -0.374 -0.428 3.187
O11 9.426 5.472 3.898
O12 4.597 2.431 2.379
C37 -10.890 3.347 -11.247
P1 -1.215 -1.786 4.260
H73 -3.585 -2.106 6.790
H74 -1.476 -4.063 5.521
C38 -0.335 -3.934 0.533
H75 1.604 -0.446 0.157
C39 -4.507 -4.770 0.054
H76 -4.095 -4.806 1.115
C40 -5.528 -3.839 -0.240
C41 8.502 -2.715 9.707
H77 -4.052 -0.478 -11.560
H78 12.796 7.897 0.723
H79 -4.353 -4.292 7.103
H80 -0.104 0.494 3.833
C42 -0.249 2.100 -4.816
C43 -2.026 -6.993 -1.551
C44 -2.104 -0.316 5.180
H81 -5.910 -3.102 0.551
H82 7.631 5.133 4.820
O13 9.422 6.043 1.695
O14 -2.042 3.127 -3.132
O15 -3.664 0.643 -8.030
H83 -5.901 -3.824 -1.319
O16 -9.498 3.586 -13.226
H84 -3.182 4.302 -7.641
C45 6.707 3.559 0.351
O17 5.987 -3.069 8.962
H85 -3.498 -4.880 4.645
H86 -1.214 -0.016 2.498
H87 7.590 4.938 3.062
C46 6.487 -1.981 8.816
O18 -3.599 2.739 -8.899
C47 10.001 5.780 2.723
H88 11.129 8.006 1.311
H89 6.440 3.978 1.323
O19 -4.200 -5.394 -2.318
O20 2.491 -1.833 4.616
H90 -5.783 -1.774 -10.368

As for the net charge: -1.

These are the Löwdin partial charges, in e, on atoms 1 to 5: number 1, C, carries -0.25; number 2, C, carries -0.25; number 3, C, carries -0.18; number 4, H, carries 0.09; number 5, H, carries 0.08



E_HOMO (computed, Eh): -0.308, -0.274, -0.177
HOMO-LUMO gap (computed, eV): 7.986, 7.415, 6.542